one | Formula: C23H29N2O2
Source: the OMol25 dataset
Level of theory: ωB97M-V/def2-TZVPD

Properties
SMILES string: COC[C@@H]1CCC[N@H+]1[C@H](c1ccc(OC)cc1)c1cn(C)c2ccccc12
2S+1: 1
HOMO level in eV: -10.6775
Frontier orbital gap in eV: 8.59
Net charge: +1

Atoms and positions in Å:
C 3.1982 0.1275 3.1632
O 2.5274 -0.0831 1.9304
C 3.2315 -0.8485 0.9679
C 2.3616 -0.9521 -0.2858
C 3.1314 -0.8914 -1.5979
C 2.3719 0.0299 -2.5519
C 1.2899 0.7595 -1.7723
N 1.3699 0.2228 -0.3478
C 0.0496 0.0830 0.3688
C -0.4759 -1.3403 0.4799
C -1.2030 -1.9819 -0.5206
C -1.8195 -3.2095 -0.2643
C -1.6780 -3.8074 1.0123
O -2.3241 -4.9400 1.3997
C -3.0935 -5.6769 0.4268
C -0.9032 -3.1636 2.0031
C -0.2852 -1.9695 1.7152
C -0.8910 1.1019 -0.1379
C -2.1326 0.9875 -0.7663
N -2.6067 2.2480 -1.0488
C -3.9249 2.5422 -1.5699
C -1.6863 3.2014 -0.6119
C -1.7183 4.5869 -0.6883
C -0.6219 5.2935 -0.1659
C 0.4702 4.6192 0.4064
C 0.4875 3.2143 0.4893
C -0.6015 2.5114 -0.0205
H 2.4504 0.5879 3.8149
H 3.5606 -0.8107 3.6156
H 4.0598 0.7992 3.0316
H 4.2091 -0.3736 0.7370
H 3.4155 -1.8810 1.3348
H 1.7542 -1.8599 -0.2161
H 4.1636 -0.5422 -1.4489
H 3.1789 -1.9044 -2.0137
H 3.0396 0.7462 -3.0372
H 1.8826 -0.5431 -3.3444
H 1.4658 1.8432 -1.7259
H 0.2940 0.5728 -2.1896
H 1.8497 0.9377 0.2104
H 0.2817 0.4015 1.3974
H -1.3142 -1.5184 -1.5050
H -2.4399 -3.6792 -1.0337
H -3.4329 -6.5432 0.9959
H -3.9545 -5.0910 0.0716
H -2.4644 -5.9923 -0.4203
H -0.8289 -3.6243 2.9854
H 0.3509 -1.4859 2.4606
H -2.7061 0.1071 -1.0207
H -3.9671 3.6008 -1.8411
H -4.1186 1.9247 -2.4544
H -4.7097 2.3199 -0.8317
H -2.5648 5.0855 -1.1561
H -0.6065 6.3840 -0.2060
H 1.3136 5.1856 0.8041
H 1.3141 2.6887 0.9730



two | Formula: C23H29N2O2
Source: the OMol25 dataset
Level of theory: ωB97M-V/def2-TZVPD

Properties
SMILES string: COc1ccc([C@H](CC2=[N+](C)CCCN2C)c2ccc3c(c2)CCO3)cc1
2S+1: 1
HOMO level in eV: -10.4100
Frontier orbital gap in eV: 7.82
Net charge: +1

Atoms and positions in Å:
C 5.5831 -3.6722 1.9922
O 5.5558 -2.2038 1.9970
C 4.3810 -1.5990 1.6515
C 4.4386 -0.2652 1.2187
C 3.2503 0.2886 0.7246
C 2.1632 -0.5011 0.3760
C 1.0484 0.1574 -0.5237
C 0.3534 1.2615 0.3816
C -1.0874 1.9273 0.7512
N -1.7976 2.7709 -0.0124
C -1.4005 3.0417 -1.3524
C -3.0435 3.4620 0.3944
C -3.0656 3.7463 1.8700
C -2.7427 2.4763 2.5779
N -1.6120 1.7572 1.9769
C -1.0053 0.8724 2.9260
C 0.2662 -0.9913 -1.2071
C 0.7758 -2.2466 -1.6651
C 0.0313 -3.0827 -2.4978
C -1.1817 -2.5717 -2.9616
C -1.6620 -1.2990 -2.5718
C -0.9762 -0.5619 -1.6164
C -2.8693 -0.9491 -3.3795
C -3.0383 -2.2002 -4.2665
O -1.9252 -3.1856 -3.9234
C 2.1066 -1.7852 0.9670
C 3.1603 -2.3128 1.6930
H 6.6496 -3.9100 2.1661
H 4.9156 -4.0617 2.8146
H 5.2455 -4.0490 0.9996
H 5.3834 0.2422 1.2369
H 3.2149 1.3597 0.5908
H 1.5744 0.7398 -1.3319
H 1.1090 2.0861 0.5131
H 0.5884 0.7464 1.3183
H -0.3416 3.2855 -1.3395
H -1.6466 2.1746 -1.9612
H -1.9948 3.8894 -1.6955
H -3.9476 2.9120 0.0745
H -3.0543 4.4184 -0.1357
H -4.0523 4.1163 2.1786
H -2.3596 4.5438 2.1163
H -3.6281 1.8262 2.6552
H -2.4496 2.7075 3.6125
H 0.0789 1.0007 2.8655
H -1.3386 1.1962 3.9154
H -1.3467 -0.1523 2.7106
H 1.8092 -2.5946 -1.4453
H 0.4141 -4.0428 -2.8664
H -1.3429 0.4010 -1.2824
H -3.7453 -0.7613 -2.7355
H -2.7515 -0.0776 -4.0721
H -2.9440 -1.9590 -5.3406
H -4.0206 -2.7002 -4.1527
H 1.2073 -2.3881 0.8723
H 3.0667 -3.2833 2.1981



Most stable pick: one. Distance to second place: 0.0849 hartree.



one | Formula: C5H6ClN
Source: the OMol25 dataset
Level of theory: ωB97M-V/def2-TZVPD

Properties
SMILES string: C=C=NC/C=C/Cl
2S+1: 1
HOMO level in eV: -8.9478
Frontier orbital gap in eV: 9.86

Atoms and positions in Å:
C -0.0244 2.0355 -0.0935
C 0.8619 1.0703 -0.2062
N 1.4225 0.0252 -0.3526
C 0.9321 -1.2439 -0.1160
C -0.6039 -1.2281 -0.2561
C -1.2525 -0.2701 0.3330
Cl -2.8504 0.0590 -0.1290
H -0.2748 2.7006 -1.0738
H 0.0564 2.6800 0.7063
H 1.4720 -1.9606 -0.7490
H 1.0754 -1.5256 0.8632
H -0.9156 -1.5421 -1.2477
H -0.9208 -0.0380 1.3339



two | Formula: C5H6ClN
Source: the OMol25 dataset
Level of theory: ωB97M-V/def2-TZVPD

Properties
SMILES string: C#C/N=C(\Cl)CC
2S+1: 1
HOMO level (alpha / beta) in eV: -8.8172 / -7.9853
Frontier orbital gap (alpha / beta) in eV: 8.53 / 6.96

Atoms and positions in Å:
C -1.3396 2.1246 2.6042
C -0.8192 1.2463 1.9064
N -0.0385 0.2935 1.4423
C 0.2985 0.6258 -0.2073
Cl -0.1318 1.9823 -0.9350
C 0.9636 -0.4660 -0.9301
C 0.0228 -1.7357 -1.2262
H -1.5999 2.9760 3.1521
H 1.7055 -0.9286 -0.3009
H 1.4288 0.0199 -1.7169
H -0.8472 -1.5307 -1.7516
H -0.1941 -2.0086 -0.2241
H 0.5513 -2.5989 -1.8130



Most stable pick: one. Distance to second place: 0.0703 hartree.



one | Formula: C7H14N
Source: the OMol25 dataset
Level of theory: ωB97M-V/def2-TZVPD

Properties
SMILES string: C=[N+]=C[C@H](C)C(C)C
2S+1: 1
HOMO level in eV: -14.8307
Frontier orbital gap in eV: 9.78
Net charge: +1

Atoms and positions in Å:
C -3.5004 0.0437 0.1589
N -2.3211 -0.0798 -0.3176
C -1.1058 0.2075 -0.5317
C -0.0136 0.5052 0.5272
C 0.2792 1.9958 0.4075
C 1.2091 -0.4868 0.2892
C 1.7925 -0.3769 -1.1725
C 0.9744 -1.9412 0.6062
H -3.8378 0.9915 0.2503
H -4.1143 -0.9213 0.1534
H -0.7091 0.2879 -1.5161
H -0.4397 0.2412 1.4896
H 0.7638 2.2424 -0.4556
H -0.6193 2.5739 0.5757
H 1.0587 2.2359 1.2155
H 1.9832 0.0867 0.9310
H 1.2122 -0.9856 -1.9476
H 1.7420 0.7800 -1.5551
H 2.8654 -0.6487 -1.3703
H 0.4626 -2.4076 -0.1663
H 0.3715 -2.0066 1.5859
H 1.9463 -2.3373 0.8424



two | Formula: C7H14N
Source: the OMol25 dataset
Level of theory: ωB97M-V/def2-TZVPD

Properties
SMILES string: C=[N+](CC)C1(C)CC1
2S+1: 1
HOMO level in eV: -14.6896
Frontier orbital gap in eV: 10.43
Net charge: +1

Atoms and positions in Å:
C 0.5307 -1.1878 0.8733
N 0.3137 -0.3084 0.0296
C 1.4361 0.2399 -0.9032
C 2.8088 -0.1311 -0.2508
C -1.0551 0.2401 0.0539
C -1.0389 1.3585 1.1207
C -1.8272 0.1441 -1.1825
C -2.1962 -0.7557 -0.0906
H 1.5577 -1.6258 0.9371
H -0.1366 -1.3701 1.6725
H 1.2708 -0.3286 -1.8200
H 1.0591 1.3107 -1.0800
H 2.6704 0.1325 0.7721
H 3.0330 -1.1683 -0.2718
H 3.5588 0.4238 -0.7130
H -1.3548 1.1338 2.1746
H -1.7479 2.0677 0.7556
H -0.0018 1.7011 1.1387
H -1.4847 -0.3745 -2.0521
H -2.5083 0.9722 -1.6034
H -2.9913 -0.6540 0.6238
H -1.8962 -1.8202 -0.1844



three | Formula: C7H14N
Source: the OMol25 dataset
Level of theory: ωB97M-V/def2-TZVPD

Properties
2S+1: 1
HOMO level (alpha / beta) in eV: -11.4348 / -11.4354
Frontier orbital gap (alpha / beta) in eV: 4.73 / 4.73
Net charge: +1

Atoms and positions in Å:
C 4.0031 1.0138 -0.1146
C 2.1044 -0.4066 0.2944
C 1.9409 -1.7054 -0.1877
C -3.1997 -0.1251 0.8804
C -1.2505 1.4694 -0.1311
C -1.5234 -0.8413 -1.0345
C -1.8693 0.0720 -0.0235
N 3.0625 0.2464 -0.2976
H -2.0455 -1.6966 -1.4039
H 4.4524 1.3650 -0.9588
H 1.4442 0.0054 1.0506
H 1.3495 -2.5261 0.2911
H 2.6640 -2.0306 -0.9663
H 4.3892 1.3174 0.8753
H -3.9348 0.5447 0.4174
H -3.5169 -1.1820 0.7454
H -3.0962 0.1462 1.8867
H -0.2038 1.4608 -0.5287
H -1.2343 1.9997 0.7862
H -1.8953 2.1773 -0.7518
H -0.5364 -0.9142 -1.4540
H -1.1041 -0.3900 0.6247



four | Formula: C7H14N
Source: the OMol25 dataset
Level of theory: ωB97M-V/def2-TZVPD

Properties
2S+1: 1
HOMO level in eV: -13.4228
Frontier orbital gap in eV: 10.33
Net charge: +1

Atoms and positions in Å:
C -0.9285 -0.8531 -1.1552
C -1.3455 -0.9200 0.1023
C -0.8313 0.3777 -0.3386
C -1.8509 -1.5748 1.2651
C -1.7065 2.0423 -0.7671
C 2.5670 -0.2000 -0.7759
C 1.6773 -0.3042 0.4100
N 0.5528 0.7677 0.1904
H -0.7478 -1.4365 -1.9996
H -2.0345 -2.7252 1.0934
H -2.8337 -1.1720 1.6990
H -1.0591 -1.5715 1.9893
H -0.9691 2.7744 -0.3168
H -2.5545 2.0782 -0.1398
H -1.8779 1.8625 -1.8689
H 3.3288 -0.9522 -0.5569
H 1.9611 -0.5280 -1.6786
H 3.1054 0.7457 -0.8408
H 2.1668 0.0281 1.3076
H 1.2347 -1.3629 0.6457
H 1.0451 1.5248 -0.4377
H 0.2658 1.4155 1.0789



Most stable pick: two. Distance to second place: 0.0096 hartree.



one | Formula: C7H14N
Source: the OMol25 dataset
Level of theory: ωB97M-V/def2-TZVPD

Properties
2S+1: 1
HOMO level in eV: -13.6711
Frontier orbital gap in eV: 10.62
Net charge: +1

Atoms and positions in Å:
C 1.8180 -0.6526 0.3346
C 1.5730 0.4538 -0.1052
C -2.3765 1.2627 -0.4378
C -1.7352 0.1642 -0.1052
C 2.1303 -1.9348 0.9620
C 1.4893 1.7963 -0.6456
C -1.6538 -1.0353 -0.9650
N -0.9336 0.0594 1.1124
H -2.3488 2.2759 -0.0081
H -2.7952 1.5702 -1.3713
H 3.0746 -2.3998 0.5903
H 1.2064 -2.5164 0.8461
H 2.4589 -1.5250 1.9885
H 1.5749 2.5606 0.1487
H 0.7088 1.8360 -1.3180
H 2.5267 2.0295 -1.2453
H -0.6577 -1.1713 -1.3835
H -2.2460 -0.8708 -1.9421
H -2.0362 -1.9656 -0.5506
H -0.9887 0.9455 1.6527
H 0.1910 -0.0321 0.8107
H -0.9802 -0.8504 1.6317



two | Formula: C7H14N
Source: the OMol25 dataset
Level of theory: ωB97M-V/def2-TZVPD

Properties
2S+1: 1
HOMO level in eV: -12.9494
Frontier orbital gap in eV: 5.96
Net charge: +1

Atoms and positions in Å:
C -1.4238 0.0346 0.0583
C -0.4333 -1.0021 -0.0146
C 0.3173 0.1981 0.5876
C 0.7827 0.1397 1.9095
C 1.4292 2.1424 -2.6622
C 0.7503 1.2374 -1.6897
C 0.9383 1.1505 -0.3534
N -1.7866 -3.1339 1.8515
H -1.8947 0.1409 1.0317
H -2.0435 0.3357 -0.7783
H -0.1896 -1.9144 0.5338
H -0.1648 -1.1672 -1.0590
H 0.8709 1.0674 2.4719
H 1.3093 -0.7332 2.2842
H 0.8003 2.2303 -3.5431
H 2.4367 1.8074 -2.9609
H 1.7701 3.0930 -2.2380
H 0.1309 0.4771 -2.1655
H 1.6006 1.9120 0.0422
H -2.3651 -3.5477 2.5709
H -1.4564 -2.2660 2.2578
H -2.3934 -2.9392 1.0662



Most stable pick: one. Distance to second place: 0.0770 hartree.



one | Formula: C2H6N2S
Source: the OMol25 dataset
Level of theory: ωB97M-V/def2-TZVPD

Properties
SMILES string: C/N=C/SN
2S+1: 1
HOMO level (alpha / beta) in eV: -7.7154 / -7.7166
Frontier orbital gap (alpha / beta) in eV: 8.16 / 8.16

Atoms and positions in Å:
C 2.0158 -1.0535 0.2224
N 0.9759 -0.4239 0.9193
C -0.1378 0.0654 0.0685
S -1.3914 0.8616 0.8822
N -2.5614 1.1398 -0.2516
H 1.9565 -2.0268 0.5308
H 2.9416 -0.4615 0.3543
H 1.8349 -1.1522 -0.8688
H -0.3710 -0.3098 -0.8917
H -3.1611 1.9273 0.1825
H -2.1019 1.4335 -1.1478



two | Formula: C2H6N2S
Source: the OMol25 dataset
Level of theory: ωB97M-V/def2-TZVPD

Properties
2S+1: 1
HOMO level in eV: -8.1277
Frontier orbital gap in eV: 8.28

Atoms and positions in Å:
C 0.9797 -0.8903 -0.0148
C -0.2133 0.0936 0.1415
H 2.9042 -0.2766 -1.0194
H 3.1477 0.0759 1.0846
H 1.0608 -1.6749 0.9710
H 1.2371 -1.7862 -0.7547
H -0.6609 2.2559 -0.1531
H 0.9419 1.8011 -0.5365
N 2.3614 -0.0320 -0.0564
N 0.0118 1.4329 0.0862
S -1.8651 -0.3388 -0.0351



Most stable pick: one. Distance to second place: 0.0553 hartree.